Entry 1:
The following is a DFT calculation (wB97M-V/def2-TZVPD) of a molecular structure, C27H43AlN6O5P.

Values from the calculation:
Kohn-Sham gap = 7.486 eV
LUMO = -3.429 eV
HOMO = -10.91 eV
total charge = +1

Positions of all 83 atoms, in Å:
P -1.93 0.79 -1.16
Al 1.08 0.08 -1.76
O -2.84 -0.49 -0.99
O 1.16 -3.74 -3.40
O -2.73 1.69 -2.19
O -1.63 1.55 0.07
O -0.66 0.33 -1.93
N 1.19 -1.53 -2.55
N 1.87 -2.03 4.80
N 1.38 1.98 -2.49
N 0.91 -0.08 5.31
N 1.27 -0.13 0.16
N 3.45 0.16 -1.93
C 1.07 1.81 -3.94
C -3.06 0.02 -3.98
C 4.03 -1.00 -2.64
C 1.82 -2.51 8.47
C -3.57 1.29 -3.32
C 1.21 -1.28 8.79
C 0.99 0.64 2.40
C 0.96 0.84 1.04
C 1.16 -2.65 -2.98
C 0.85 -0.37 7.83
C 1.12 -0.72 6.51
C 3.74 1.38 -2.71
C 2.09 -2.85 7.16
C 1.33 -0.61 2.90
C -3.07 -1.24 0.25
C 1.65 -1.62 1.99
C 0.47 3.05 -1.98
C 4.12 0.27 -0.62
C -3.47 2.47 -4.28
C -4.99 1.12 -2.80
C -3.96 -0.41 1.16
C -3.78 -2.50 -0.22
C 1.60 -1.35 0.65
C 2.77 2.46 -2.31
C 1.37 -0.92 4.33
C -1.75 -1.58 0.91
C 1.73 -1.94 6.17
H 1.91 -2.61 2.35
H -1.09 -2.09 0.20
H -4.70 -2.25 -0.75
H 3.66 1.16 -3.77
H 0.72 1.47 3.04
H 4.77 1.72 -2.53
H 3.74 1.11 -0.05
H 0.63 1.78 0.63
H 1.80 -2.11 -0.09
H -4.21 -0.99 2.06
H -1.26 -0.67 1.28
H 5.11 -0.84 -2.77
H 0.67 3.97 -2.53
H 2.09 -3.19 9.27
H -2.04 0.12 -4.32
H 5.20 0.40 -0.77
H -4.12 2.31 -5.14
H 1.37 2.70 -4.49
H -0.57 2.76 -2.12
H -1.92 -2.25 1.75
H -3.69 -0.20 -4.85
H 0.38 0.57 8.09
H -5.33 2.04 -2.33
H -4.89 -0.16 0.65
H -3.14 -3.07 -0.89
H 2.89 2.72 -1.26
H 1.58 0.94 -4.35
H 0.00 1.65 -4.04
H 1.02 -1.05 9.83
H -3.46 0.51 1.46
H 3.87 -1.90 -2.06
H 2.92 3.37 -2.90
H 3.97 -0.64 -0.05
H -2.45 2.59 -4.63
H -3.12 -0.83 -3.30
H 3.56 -1.12 -3.61
H 0.66 3.22 -0.93
H -3.77 3.39 -3.77
H -5.66 0.88 -3.63
H -5.03 0.31 -2.08
H -4.03 -3.13 0.63
H 2.56 -3.79 6.90
H 0.44 0.80 5.19



Entry 2:
The following is a DFT calculation (wB97M-V/def2-TZVPD) of 5 unconnected molecules or ions with the total composition C36H75NO10S4Si in a non-equilibrium geometry.

Values from the calculation:
Kohn-Sham gap = 8.980 eV
LUMO = 0.359 eV
HOMO = -8.62 eV
SMILES = CCC[C@@H](C)[Si@@H](CCCCCN)CCCCCCCCOC(C)=O.O=S1(=O)CCCC1.O=S1(=O)CCCC1.O=S1(=O)CCCC1.O=S1(=O)CCCC1

Positions of all 127 atoms, in Å:
S -4.13 -0.55 3.93
S 1.84 -5.19 -2.72
S -0.30 7.82 -4.04
S 1.76 -5.96 2.26
Si -0.41 -0.38 -0.59
O 1.46 3.61 -1.33
O -3.98 -1.15 2.63
O 0.24 4.49 0.34
O 2.28 -4.72 1.75
O -0.88 7.13 -2.92
O 2.68 -4.60 -3.74
O -1.09 8.13 -5.20
O 1.97 -7.19 1.53
O 0.70 -4.47 -2.22
O -2.98 -0.37 4.79
N 6.37 1.55 -1.51
C 0.93 -1.69 -0.81
C 2.11 -1.51 3.41
C -4.18 0.33 -1.99
C 1.20 6.96 -4.53
C 4.08 0.44 -1.75
C 1.21 -5.47 4.77
C 1.38 4.06 -0.21
C 3.20 -0.48 -0.88
C 0.01 -5.75 2.63
C 2.57 4.21 0.70
C 0.70 -1.51 2.81
C 5.59 0.31 -1.43
C -1.67 1.05 1.50
C -2.34 3.81 -2.29
C -0.12 -5.91 4.15
C 1.92 8.84 -3.10
C 0.51 9.30 -3.44
C 2.26 -7.08 -0.96
C 2.36 7.92 -4.26
C -3.29 -0.61 -1.17
C -1.86 -0.79 -1.74
C 0.48 -0.23 2.02
C -0.86 -0.24 1.24
C -2.86 2.43 -2.70
C -1.79 3.82 -0.86
C -3.93 1.83 -1.77
C -5.43 -1.42 4.82
C -0.77 4.94 -0.61
C 1.32 -6.83 -3.23
C -6.56 -0.41 5.02
C 2.11 -1.21 -1.66
C 2.30 -6.15 3.95
C 2.02 -7.81 -2.28
C -6.48 0.60 3.87
C -5.01 1.00 3.76
C 2.83 -5.71 -1.33
H -7.53 -0.91 5.06
H -0.27 -4.75 2.30
H -3.78 -1.59 -1.21
H 0.01 -1.53 3.66
H 6.02 -0.40 -2.13
H 1.31 -6.95 -0.43
H 2.75 -4.97 -0.54
H -5.22 0.13 -1.71
H -3.30 -0.32 -0.12
H 2.36 -7.22 4.16
H 2.98 -8.11 -2.71
H -2.35 0.89 2.33
H 3.91 0.18 -2.80
H 0.58 -2.39 2.18
H 2.60 9.69 -2.98
H 1.27 -2.08 0.16
H 3.80 1.47 -1.56
H 2.28 4.50 1.70
H 1.76 -0.55 -2.46
H 1.31 -4.39 4.70
H 2.29 -0.55 3.91
H -6.81 0.13 2.94
H 3.27 7.38 -4.02
H -1.44 -1.10 1.57
H 6.48 1.84 -2.47
H 0.49 -2.55 -1.31
H -4.74 1.45 2.81
H 1.92 8.28 -2.17
H 3.29 -5.70 4.06
H 2.70 0.15 -0.13
H -3.08 4.58 -2.45
H 1.11 6.69 -5.58
H 0.20 0.92 -0.99
H 2.58 -2.07 -2.17
H -3.74 2.04 -0.72
H -0.05 9.69 -2.59
H 2.55 8.53 -5.15
H -1.00 1.90 1.69
H -1.23 5.80 -0.13
H -2.26 1.32 0.63
H -5.02 -1.79 5.75
H -7.11 1.47 4.05
H -1.23 2.89 -0.74
H -1.76 -0.21 -2.66
H -0.30 5.24 -1.54
H -0.31 -6.96 4.39
H 2.86 -1.57 2.61
H -2.58 3.86 -0.12
H 1.43 -8.72 -2.15
H -5.74 -2.26 4.19
H -3.33 2.52 -3.68
H 2.93 -7.62 -0.30
H 3.20 4.99 0.26
H -4.86 2.36 -2.01
H 1.33 -0.07 1.36
H -4.70 1.64 4.58
H 1.27 6.06 -3.92
H 3.86 -5.79 -1.68
H 0.48 0.62 2.71
H 0.51 10.03 -4.25
H 5.71 -0.09 -0.43
H 1.59 -6.97 -4.27
H 3.80 -1.20 -0.33
H 0.23 -6.87 -3.13
H -0.55 -6.50 2.07
H 5.89 2.28 -1.00
H 3.10 3.27 0.73
H -4.10 0.10 -3.05
H -6.42 0.11 5.97
H -0.96 -5.32 4.53
H -1.72 -1.83 -2.04
H 2.27 -2.32 4.12
H -1.49 4.05 -2.94
H 1.28 -5.75 5.82
H -2.01 1.76 -2.82



Entry 3:
The following is a DFT calculation (wB97M-V/def2-TZVPD) of 2 unconnected molecules or ions with the total composition C4H14N2O2 in a non-equilibrium geometry.

Values from the calculation:
Kohn-Sham gap = 10.791 eV
LUMO = -7.148 eV
HOMO = -17.94 eV
energy relative to the best compared isomer or geometry (same formula, charge and spin) = 1.056 eV
total charge = +2

Positions of all 22 atoms, in Å:
O -1.48 3.20 -0.26
O -0.82 -0.13 -2.16
N -1.55 0.57 0.31
N 2.64 -1.44 1.71
C -0.74 -1.01 -1.35
C 0.81 -0.11 0.55
C 1.83 -1.28 0.44
C -0.63 -0.64 0.14
H 2.03 -1.75 2.55
H -1.01 3.75 -0.96
H -0.88 -2.09 -1.59
H 1.17 -2.22 0.18
H -0.94 -1.50 0.78
H 0.82 0.13 1.61
H -2.24 3.63 0.13
H 0.85 0.66 -0.20
H -2.40 0.53 -0.26
H 3.44 -2.07 1.52
H 3.10 -0.49 1.89
H 2.38 -1.14 -0.51
H -1.98 0.61 1.24
H -1.14 1.52 0.15



Entry 4:
The following is a DFT calculation (wB97M-V/def2-TZVPD) of C4H9N2O3P in the gas phase in a non-equilibrium geometry.

Values from the calculation:
Kohn-Sham gap = 9.764 eV
LUMO = 0.626 eV
HOMO = -9.14 eV
energy relative to the best compared isomer or geometry (same formula, charge and spin) = 1.248 eV
SMILES = C[P@@](=O)(O)N1C[C@H](N)C1=O

Positions of all 19 atoms, in Å:
P -2.20 -0.27 0.35
O 0.47 -2.23 -0.23
O -2.87 0.50 1.35
O -2.34 -1.84 0.26
N 2.62 0.05 -0.11
N -0.26 -0.29 0.82
C -2.11 0.38 -1.37
C 0.76 0.60 1.56
C 0.63 -1.18 0.44
C 1.82 -0.44 1.01
H -3.16 0.27 -1.64
H 3.24 -0.50 -0.69
H 0.72 1.58 1.13
H -1.49 -0.04 -2.03
H -1.51 -2.07 -0.17
H 1.97 0.63 -0.67
H 0.56 0.79 2.59
H 2.59 -1.10 1.69
H -2.09 1.44 -1.47



Entry 5:
The following is a DFT calculation (wB97M-V/def2-TZVPD) of C4H9NO in the gas phase in a non-equilibrium geometry.

Values from the calculation:
Kohn-Sham gap = 10.643 eV
LUMO = 0.952 eV
HOMO = -9.69 eV
energy relative to the best compared isomer or geometry (same formula, charge and spin) = 3.135 eV
SMILES = C/N=C(/C)OC

Positions of all 15 atoms, in Å:
O -0.19 -0.47 -0.56
N -0.23 -0.21 1.62
C -0.23 0.58 -1.48
C 2.00 -0.29 0.32
C 0.51 -0.28 0.61
C -1.76 -0.24 1.08
H -2.13 -1.11 1.59
H -2.20 -0.31 0.04
H 2.25 0.60 -0.28
H 2.67 -0.34 1.17
H -1.20 0.54 -1.99
H -2.11 0.71 1.46
H 0.57 0.39 -2.20
H -0.12 1.58 -1.03
H 2.19 -1.15 -0.34



Entry 6:
The following is a DFT calculation (wB97M-V/def2-TZVPD) of a molecular structure, C21H26Cl4F3N3NiO3 in a non-equilibrium geometry.

Values from the calculation:
Kohn-Sham gap (alpha / beta) = 8.730 / 8.678 eV
LUMO (alpha / beta) = 0.472 / 0.489 eV
HOMO (alpha / beta) = -8.26 / -8.19 eV
energy relative to the best compared isomer or geometry (same formula, charge and spin) = 0.000 eV
2S+1 = 3
expectation value of S² = 2.00

Positions of all 61 atoms, in Å:
Ni 0.30 -0.10 -0.72
Cl -1.17 -2.37 3.75
Cl -2.39 2.46 3.25
Cl -0.97 1.42 5.49
Cl -3.53 -2.26 5.34
F 4.98 0.31 -2.26
F 3.98 1.83 -1.21
F 5.22 0.49 -0.15
O 2.20 0.01 0.26
O -1.14 -0.13 0.62
O 2.01 -0.44 -1.83
N -1.05 0.25 -2.36
N 0.40 2.12 -0.60
N -0.14 -2.37 -0.76
C 3.01 -0.36 -0.89
C -0.15 4.08 0.71
C -1.65 0.99 3.89
C -1.55 0.75 -4.72
C 4.30 0.57 -1.13
C 2.87 0.26 1.47
C 1.76 0.44 2.54
C -0.86 -4.63 0.06
C 0.37 4.95 -0.26
C -2.88 0.66 -4.46
C -0.21 -2.86 -2.03
C -1.78 -2.53 5.39
C -0.58 -3.25 0.25
C -3.36 0.29 -3.22
C -0.47 -4.23 -2.25
C -2.42 0.16 -2.17
C 0.92 3.00 -1.54
C -0.17 2.70 0.52
C -0.73 -5.10 -1.25
C -0.67 0.54 -3.64
C 0.85 4.40 -1.43
H -0.39 -4.58 -3.26
H -1.60 -3.53 5.77
H -1.05 -5.26 0.92
H -1.28 -1.88 6.11
H 3.45 -0.60 1.80
H 3.44 1.19 1.44
H 3.49 -1.32 -0.70
H -0.87 0.66 3.22
H -3.64 0.79 -5.22
H -1.00 -6.10 -1.54
H 0.99 -0.33 2.55
H 2.19 0.47 3.54
H 1.26 1.39 2.40
H 0.35 0.84 -3.82
H -0.67 2.06 1.24
H -0.50 -2.69 1.17
H -2.68 -0.21 -1.19
H 0.37 6.02 -0.11
H -0.05 -2.22 -2.89
H -0.58 4.54 1.58
H 1.25 5.05 -2.19
H -2.44 0.23 3.94
H -4.41 0.34 -2.98
H -1.34 -0.47 1.51
H -1.12 1.01 -5.68
H 1.52 2.52 -2.30



Entry 7:
The following is a DFT calculation (wB97M-V/def2-TZVPD) of a molecular structure, C30H53Ba2N2O14 in a non-equilibrium geometry.

Values from the calculation:
Kohn-Sham gap = 5.432 eV
LUMO = -9.247 eV
HOMO = -14.68 eV
total charge = +3

Positions of all 101 atoms, in Å:
Ba 3.05 1.07 1.64
Ba 1.88 0.78 -2.63
O -4.64 -0.16 2.90
O -1.61 -6.55 3.41
O 2.10 -1.50 -3.89
O 0.73 5.42 -3.27
O -2.68 -4.78 2.81
O -0.14 2.55 -2.99
O 0.86 0.23 0.11
O -0.24 -0.57 -1.59
O 1.00 2.83 2.39
O 3.84 -1.42 2.84
O -6.50 -0.97 3.52
O 1.36 -0.44 3.36
O 2.68 2.06 4.29
O 1.49 0.83 -5.34
N -1.78 -5.59 2.69
N -5.74 -0.60 2.66
C 0.26 -6.22 1.41
C 1.86 -1.63 -5.31
C 1.64 3.88 3.11
C -0.82 -4.11 0.96
C 2.02 -0.30 -6.07
C 1.17 -4.62 -0.18
C -5.31 -0.27 0.28
C 3.40 1.64 5.46
C 5.19 -1.84 2.96
C -6.16 -0.69 1.28
C 1.21 -5.85 0.44
C 2.12 3.38 4.46
C 1.48 -1.78 2.86
C -0.57 4.92 -3.06
C 2.07 -2.65 -3.09
C -1.19 1.96 -3.76
C -5.74 -0.19 -1.03
C -7.37 -1.29 0.96
C -6.96 -0.82 -1.37
C 0.78 -0.42 4.65
C -0.76 -5.32 1.68
C 2.83 -2.37 3.25
C -7.73 -1.40 -0.38
C 0.82 6.60 -4.09
C -0.13 3.23 1.62
C 0.11 -3.74 0.06
C -1.44 -0.36 0.47
C -0.47 3.69 -2.21
C 1.60 2.01 -6.15
C -0.21 -0.31 -0.37
H -0.06 7.24 -4.01
H 1.81 2.88 -5.52
H 0.54 0.61 4.90
H 0.38 3.87 -1.53
H 2.92 1.99 6.37
H 1.95 -4.36 -0.88
H 1.18 -3.27 -3.23
H -1.73 -3.54 1.15
H -2.16 0.26 -0.08
H -1.34 3.56 -1.55
H 1.48 -1.81 1.76
H 0.19 -7.18 1.92
H 2.48 4.32 2.55
H 1.00 4.77 3.22
H 2.39 -2.51 -5.69
H -8.62 -1.91 -0.72
H 2.95 -3.29 -3.23
H 4.45 1.92 5.35
H 2.85 -2.32 4.35
H -0.87 1.44 -4.65
H 1.58 -0.31 -7.07
H -4.38 0.17 0.63
H -1.02 3.54 2.18
H 2.82 4.11 4.87
H -8.13 -1.53 1.69
H 5.78 -1.15 3.57
H -5.11 0.16 -1.83
H 5.29 -2.85 3.33
H 1.33 3.23 5.19
H -0.18 -0.95 4.66
H 0.60 -2.35 3.17
H 2.12 -2.34 -2.04
H 5.71 -1.75 2.00
H -1.37 0.09 1.46
H -1.89 -1.35 0.49
H -1.12 4.64 -3.97
H 1.78 7.02 -3.80
H 0.78 -1.84 -5.23
H 0.91 6.28 -5.14
H -1.79 1.32 -3.10
H 3.03 -3.43 3.05
H 0.12 4.01 0.89
H -1.99 2.65 -4.06
H 3.44 0.55 5.57
H -7.28 -0.83 -2.40
H 1.36 -0.83 5.48
H -0.04 -2.86 -0.56
H 3.08 -0.11 -6.28
H 1.99 -6.56 0.20
H -0.36 2.33 1.05
H -1.21 5.73 -2.70
H 2.36 1.89 -6.92
H 0.65 2.32 -6.59